No. 1
Molecular formula: C4H14N2O
Method: DFT, wB97M-V/def2-TZVPD

```
21
Properties=species:S:1:pos:R:3
C -1.05658 -1.36232 -1.21758
C 0.16302 -0.61585 -0.70655
C 0.06829 0.86179 -1.06478
C 1.78893 1.29863 0.70056
N 0.73334 1.79185 -0.14063
N -2.23539 -1.02436 -0.39840
H -1.25278 -1.07205 -2.24378
H -0.92189 -2.42927 -1.09953
H 1.07420 -1.02219 -1.10988
H 0.22259 -0.69257 0.37972
H 0.46306 1.05689 -2.06644
H -0.95952 1.22412 -1.17061
H 2.11612 2.07698 1.39196
H 2.63957 1.08045 0.05146
H 1.71769 0.42393 1.34858
H 0.17008 2.52463 0.23627
H -3.08675 -1.26962 -0.87541
H -2.27666 -0.02551 -0.22777
H 0.52716 -0.27447 2.43164
H -0.18075 -1.63456 2.67420
O 0.28629 -0.91648 3.10696
```

Properties
LUMO energy: 0.95 eV
SMILES: CNCCCN.O
Total charge: 0
Multiplicity: 1
Orbital gap: 9.49 eV

---

No. 2
Molecular formula: ClH3N2S
Method: DFT, wB97M-V/def2-TZVPD

```
7
Properties=species:S:1:pos:R:3
N 0.88521 0.81573 -0.64274
N -1.29848 0.17223 0.22713
S 0.35047 0.05517 0.60368
Cl 0.73309 -2.03507 0.36842
H 2.51186 0.97440 -0.11421
H -1.43779 0.74859 -0.57834
H -1.74436 -0.73104 0.13606
```

Properties
LUMO energy (spin up / spin down): -0.74 / -0.74 eV
Total charge: 0
Multiplicity: 1
Orbital gap (spin up / spin down): 8.90 / 8.90 eV

---

No. 3
Molecular formula: C41H81NO19S9
Method: DFT, wB97M-V/def2-TZVPD

```
151
Properties=species:S:1:pos:R:3
C 5.44667 2.72130 4.39739
C 4.32446 2.18697 5.35966
O 4.01031 1.00924 5.35655
C 3.44115 3.24857 6.03213
H 5.13697 2.75042 3.35272
H 6.19395 1.92964 4.34313
H 5.81301 3.70939 4.67597
H 3.97418 4.13785 6.36852
H 3.03793 2.73932 6.90745
H 2.71397 3.68850 5.34965
C -4.50590 6.41809 0.50965
C -5.70409 7.07198 -0.09955
N -6.65178 7.58013 -0.51220
H -3.86783 7.22929 0.86027
H -3.92622 5.82237 -0.19547
H -4.76178 5.88964 1.42800
C -9.12403 1.10252 -5.29296
C -8.13476 2.26684 -4.83159
C -7.20931 1.83872 -3.68835
S -7.71839 0.11158 -3.29420
O -8.69870 0.21980 -2.23965
O -6.60394 -0.82374 -3.13975
C -8.48594 -0.21348 -5.00771
H -9.33970 1.02604 -6.35867
H -10.09370 1.23862 -4.81407
H -8.74978 3.05043 -4.38909
H -7.54335 2.65003 -5.66315
H -7.08883 2.50988 -2.83798
H -6.19650 1.78400 -4.08746
H -9.26019 -0.95406 -4.80722
H -7.62906 -0.56468 -5.58264
C -1.10309 7.51435 -5.24957
C -2.17996 7.39564 -4.20731
C -3.20780 6.41162 -4.75710
S -2.11994 5.03850 -5.12877
O -2.60810 4.13377 -6.24006
O -1.78830 4.34245 -3.83583
C -0.74074 6.09165 -5.71751
H -0.17646 7.96697 -4.89658
H -1.42368 8.02438 -6.15797
H -2.32056 8.41411 -3.84533
H -1.74827 6.85507 -3.36497
H -3.53406 6.95058 -5.64659
H -4.11406 6.19774 -4.19049
H -0.75642 6.01785 -6.80489
H 0.25185 5.72634 -5.45407
C 1.33991 -8.68178 -2.28194
C 2.42569 -7.60690 -1.92604
C 3.44449 -7.36266 -2.99656
S 3.35737 -8.89495 -3.99945
O 4.22636 -9.98430 -3.45265
O 3.59879 -8.53730 -5.35710
C 1.51889 -9.28318 -3.72618
H 0.33336 -8.26642 -2.23275
H 1.48150 -9.33901 -1.42397
H 2.88513 -7.72429 -0.94459
H 2.00155 -6.60765 -1.82755
H 4.45235 -7.16500 -2.63155
H 2.95158 -6.62388 -3.62849
H 1.31279 -10.33319 -3.93380
H 1.10723 -8.75818 -4.58816
C -0.55062 -1.31466 2.35477
C -0.04399 -0.89950 0.99411
C 0.15233 0.64141 1.04006
S -1.32739 1.26483 1.90908
O -2.47421 1.28897 0.91805
O -1.02833 2.41365 2.75321
C -1.33713 -0.25810 3.05493
H 0.28366 -1.56493 3.01010
H -1.11154 -2.24221 2.24024
H -0.63351 -1.14372 0.11042
H 0.85431 -1.38201 0.60895
H 0.29580 1.22252 0.12911
H 0.97366 0.86039 1.72240
H -2.27017 -0.57806 3.51880
H -0.75555 0.13585 3.88841
C -5.13923 0.36450 9.78316
C -4.21649 0.84600 10.93685
C -3.06111 -0.15999 11.16919
S -3.33710 -1.60927 10.03386
O -3.40729 -2.91859 10.76018
O -2.60185 -1.40701 8.73464
C -5.05588 -1.19945 9.70490
H -4.77591 0.58903 8.78032
H -6.17178 0.71347 9.77092
H -4.73915 0.78908 11.89168
H -3.86191 1.87649 10.91515
H -3.26843 -0.58933 12.14938
H -2.06754 0.28324 11.10258
H -5.67912 -1.52474 10.53788
H -5.58235 -1.59020 8.83413
C 3.77539 7.84988 0.18713
C 2.28650 7.87071 0.39916
C 1.96602 9.33429 1.05335
S 3.42451 10.46123 0.62203
O 4.30390 10.71942 1.73293
O 3.00029 11.60180 -0.19861
C 4.16713 9.22099 -0.40391
H 4.17214 7.02123 -0.39941
H 4.14569 7.62006 1.18622
H 2.10708 7.08301 1.13089
H 1.57257 7.74992 -0.41559
H 1.79753 9.28241 2.12900
H 1.07028 9.71033 0.55906
H 5.15691 9.65270 -0.55248
H 3.51824 9.45125 -1.24890
C 1.80487 -7.27471 7.45815
C 2.22515 -8.67367 7.02068
C 2.33608 -8.62847 5.48019
S 1.28179 -7.09402 4.96493
O 0.27208 -7.49282 3.95543
O 2.36002 -6.16814 4.70567
C 0.62022 -6.85968 6.65889
H 2.64250 -6.58405 7.36080
H 1.57243 -7.34354 8.52085
H 1.42540 -9.31546 7.39030
H 3.12137 -8.99804 7.54952
H 1.69498 -9.35605 4.98248
H 3.21599 -8.40748 4.87603
H -0.16475 -7.57552 6.90280
H 0.24451 -5.84525 6.79257
C -0.20713 -3.09163 -5.84062
C 0.14167 -3.84693 -7.11280
C -1.28548 -3.93149 -7.80312
S -2.32388 -4.59641 -6.40432
O -2.00241 -6.03754 -6.28034
O -3.72540 -4.18628 -6.57019
C -1.42475 -3.60396 -5.13981
H -0.42618 -2.05201 -6.08418
H 0.71932 -3.03259 -5.26939
H 0.56007 -4.84382 -6.97409
H 0.85107 -3.17842 -7.60062
H -1.45435 -4.68382 -8.57356
H -1.76597 -2.97391 -8.00384
H -1.35029 -4.00641 -4.12956
H -2.08320 -2.75778 -4.94357
C 7.68427 -0.13546 -2.45575
C 8.93008 -0.37306 -3.40285
C 8.55889 -1.54843 -4.27410
S 6.82153 -1.13344 -4.69536
O 6.07713 -2.35043 -4.66637
O 6.77127 -0.46120 -5.99267
C 6.34762 -0.05112 -3.27814
H 7.81572 0.62807 -1.68903
H 7.58271 -1.12700 -2.01461
H 9.84455 -0.64443 -2.87541
H 9.11319 0.51467 -4.00824
H 8.59985 -2.45806 -3.67494
H 9.09326 -1.66637 -5.21679
H 5.53024 -0.50846 -2.72064
H 6.16135 0.93029 -3.71432
```

Properties
LUMO energy: -0.33 eV
SMILES: O=S1(=O)CCCC1.O=S1(=O)CCCC1.O=S1(=O)CCCC1.O=S1(=O)CCCC1.O=S1(=O)CCCC1.O=S1(=O)CCCC1.O=S1(=O)CCCC1.O=S1(=O)CCCC1.O=S1(=O)CCCC1.CC(C)=O.CC#N
Total charge: 0
Multiplicity: 1
Orbital gap: 9.43 eV

---

No. 4
Molecular formula: C5H17NO4S
Method: DFT, wB97M-V/def2-TZVPD

```
28
Properties=species:S:1:pos:R:3
C -0.42506 -1.28833 2.57149
N 0.70039 -1.17598 1.53719
C 0.70110 0.24265 0.87642
C 2.11330 0.84265 1.12725
S 2.80333 0.85470 2.92829
C 0.71293 0.02509 -0.66215
O -0.21250 0.72568 -1.45707
C -1.70621 -1.47595 1.78195
H -0.58011 -0.37642 3.27373
H -0.32819 -2.09846 3.25492
H 1.54001 -1.42488 1.99017
H 0.06950 0.87132 1.40538
H 2.74485 0.16685 0.64807
H 2.20557 1.93451 0.77693
H 0.59322 -1.12167 -0.96474
H 1.65369 0.63277 -0.79521
H -1.92524 -2.47389 1.37984
H -2.69525 -1.09196 2.40140
H -1.75820 -0.72067 0.89381
H -1.80594 0.59917 -1.06125
H -2.39123 1.61541 -1.90436
O -2.76616 1.11867 -1.20961
H -0.14986 -0.51368 -2.99360
H 1.35065 -0.74487 -2.93832
O 0.60971 -1.16346 -3.35946
H -0.92308 2.55762 -3.02208
H 0.08130 1.41210 -2.91450
O -0.21250 2.07107 -3.56449
```

Properties
LUMO energy (spin up / spin down): 2.75 / 0.43 eV
Total charge: -1
Multiplicity: 2
Orbital gap (spin up / spin down): 7.58 / 5.25 eV

---

Copy entry 2 word for word.
Molecular formula: ClH3N2S
Method: DFT, wB97M-V/def2-TZVPD

```
7
Properties=species:S:1:pos:R:3
N 0.88521 0.81573 -0.64274
N -1.29848 0.17223 0.22713
S 0.35047 0.05517 0.60368
Cl 0.73309 -2.03507 0.36842
H 2.51186 0.97440 -0.11421
H -1.43779 0.74859 -0.57834
H -1.74436 -0.73104 0.13606
```

Properties
LUMO energy (spin up / spin down): -0.74 / -0.74 eV
Total charge: 0
Multiplicity: 1
Orbital gap (spin up / spin down): 8.90 / 8.90 eV